<A>
{
  "formula": "C8H11N6S",
  "method": "wB97M-V/def2-TZVPD",
  "elements": ["C", "N", "C", "H", "N", "C", "C", "N", "N", "S", "C", "H", "H", "H", "H", "N", "H", "H", "C", "C", "N", "H", "H", "H", "C", "H"],
  "coordinates": [[2.684, -1.760, -0.099], [5.852, -0.746, 0.495], [4.713, -0.718, 0.322], [-2.348, 3.033, -0.055], [-0.687, -0.280, -0.129], [-3.186, 2.384, 0.174], [1.288, -1.613, -0.147], [-2.699, 1.057, 0.179], [3.439, -0.730, 0.153], [3.007, 2.884, -0.066], [2.086, 1.667, -0.082], [-4.039, 2.522, -0.551], [-0.753, 1.727, 0.397], [-1.228, -1.122, -0.458], [-3.614, 2.709, 1.237], [1.258, 0.802, -0.227], [2.793, -3.586, -0.946], [-3.778, -0.637, 0.985], [-1.383, 0.859, 0.034], [0.703, -0.400, -0.272], [3.188, -3.001, -0.179], [4.239, -2.989, -0.164], [0.758, -2.441, -0.328], [-4.637, 0.681, 0.330], [-3.700, 0.090, 0.173], [-3.956, -0.392, -0.777]],
  "charge": 1,
  "e_homo_ha": -0.439,
  "smiles": "C[N+](C)=CN/C(=C/C(N)=N/C#N)N=C=S",
  "gap_ev": 7.30
}

<B>
{
  "formula": "C8H11N6S",
  "method": "wB97M-V/def2-TZVPD",
  "elements": ["N", "C", "C", "H", "N", "H", "H", "H", "H", "N", "N", "H", "H", "N", "H", "H", "C", "C", "N", "C", "H", "H", "S", "C", "C", "C"],
  "coordinates": [[-5.795, 0.254, 0.021], [3.637, 0.101, 0.270], [-0.610, 0.281, 0.033], [1.275, 1.123, 0.151], [-1.198, -0.898, 0.046], [0.841, -1.784, -0.161], [-2.821, 3.576, -0.118], [2.688, -3.123, -0.118], [3.810, -2.330, -1.230], [-3.332, 0.384, -0.020], [0.798, 0.233, 0.069], [-0.706, 2.432, -0.015], [-4.325, 2.726, -0.111], [-3.318, 2.703, -0.096], [4.210, -2.455, 0.487], [3.240, 0.733, 1.065], [-2.472, -1.100, 0.019], [3.397, -2.305, -0.220], [2.761, -1.032, 0.031], [-2.662, 1.541, -0.043], [3.769, 0.701, -0.633], [4.616, -0.256, 0.580], [-3.366, -2.416, 0.028], [-1.252, 1.506, -0.011], [-4.652, 0.312, 0.001], [1.468, -0.905, -0.025]],
  "charge": 1,
  "e_homo_ha": -0.429,
  "smiles": "CN(C)/C=[NH+]/c1cc(N)n(C#N)c(=S)n1",
  "gap_ev": 7.60
}

On energetic grounds, <B> is preferred over the next structure by 0.0740 hartree.

<A>
{
  "formula": "C26H72N6O8",
  "method": "wB97M-V/def2-TZVPD",
  "elements": ["H", "H", "C", "H", "O", "H", "O", "H", "H", "H", "N", "H", "H", "H", "H", "O", "H", "H", "C", "H", "C", "H", "O", "H", "N", "C", "O", "C", "H", "C", "H", "H", "H", "C", "H", "H", "C", "H", "H", "C", "H", "H", "C", "H", "H", "O", "N", "H", "H", "H", "H", "C", "H", "C", "H", "N", "H", "H", "H", "H", "H", "H", "C", "C", "H", "H", "H", "H", "H", "H", "C", "C", "H", "H", "H", "H", "H", "H", "H", "H", "H", "H", "C", "C", "H", "H", "H", "H", "C", "N", "H", "C", "C", "C", "C", "H", "H", "H", "C", "O", "H", "H", "O", "C", "H", "H", "H", "H", "H", "C", "H", "N"],
  "coordinates": [[-12.457, 24.997, -12.042], [-18.768, 28.407, -15.642], [-16.013, 26.362, -12.933], [-16.823, 24.726, -18.342], [-15.814, 30.157, -12.480], [-14.961, 32.331, -10.342], [-14.909, 25.609, -12.522], [-11.773, 32.133, -6.768], [-12.545, 31.166, -14.405], [-14.651, 29.280, -14.737], [-13.878, 28.308, -11.752], [-14.981, 29.666, -12.440], [-13.463, 31.490, -7.177], [-19.060, 28.008, -12.429], [-16.245, 28.522, -15.876], [-16.239, 29.467, -15.969], [-13.645, 26.305, -13.906], [-17.347, 30.527, -13.793], [-13.976, 25.305, -13.557], [-12.652, 27.746, -9.477], [-12.414, 28.470, -11.515], [-11.341, 25.483, -14.183], [-20.689, 27.426, -11.354], [-12.413, 30.538, -6.146], [-15.850, 25.032, -18.088], [-19.275, 27.604, -11.452], [-13.205, 32.300, -9.483], [-11.680, 28.330, -12.822], [-21.608, 26.860, -13.145], [-14.650, 26.599, -16.684], [-14.240, 27.844, -10.900], [-19.230, 30.442, -11.679], [-10.861, 30.611, -14.127], [-12.508, 29.428, -16.795], [-11.653, 31.287, -10.365], [-12.432, 30.498, -16.577], [-18.790, 28.619, -10.385], [-14.573, 27.386, -17.474], [-11.583, 27.148, -16.109], [-11.989, 30.604, -8.312], [-14.644, 27.250, -15.804], [-14.220, 22.983, -13.066], [-18.923, 27.395, -15.426], [-15.699, 27.140, -13.666], [-16.502, 26.819, -12.107], [-17.671, 26.764, -15.530], [-13.319, 23.252, -12.592], [-20.365, 30.066, -10.452], [-17.953, 26.084, -17.451], [-10.964, 27.750, -10.190], [-22.014, 25.990, -11.623], [-9.871, 25.418, -17.361], [-17.081, 29.450, -11.201], [-11.405, 27.453, -17.165], [-20.563, 25.615, -12.483], [-8.986, 27.590, -17.456], [-13.758, 31.772, -11.452], [-12.248, 27.043, -17.733], [-12.944, 28.935, -15.978], [-12.272, 29.459, -11.052], [-15.448, 25.492, -18.910], [-10.612, 28.501, -12.627], [-12.394, 31.231, -6.995], [-10.177, 26.835, -17.781], [-9.086, 24.910, -17.827], [-19.115, 28.262, -9.305], [-18.774, 26.641, -11.342], [-9.652, 25.277, -16.299], [-10.911, 23.944, -13.458], [-10.336, 29.761, -9.089], [-21.228, 26.468, -12.209], [-11.966, 27.574, -10.355], [-16.750, 25.727, -13.499], [-14.480, 24.738, -14.280], [-12.643, 29.759, -8.601], [-11.798, 27.368, -13.188], [-15.858, 25.141, -15.979], [-18.840, 30.849, -9.984], [-12.027, 26.487, -10.571], [-13.821, 25.947, -16.468], [-13.245, 29.374, -17.596], [-16.855, 28.778, -13.554], [-14.068, 31.696, -10.403], [-17.236, 26.634, -16.859], [-14.071, 27.511, -12.362], [-16.917, 27.812, -10.622], [-10.674, 29.394, -7.478], [-19.182, 27.223, -14.402], [-19.329, 30.088, -10.672], [-17.320, 28.748, -10.475], [-11.961, 30.972, -12.757], [-15.953, 25.778, -16.799], [-11.979, 31.665, -9.399], [-11.883, 30.530, -13.742], [-16.509, 29.805, -13.713], [-9.071, 28.446, -18.050], [-13.713, 23.276, -11.586], [-11.272, 32.434, -9.177], [-11.704, 24.467, -13.867], [-11.298, 28.858, -17.208], [-19.746, 26.989, -16.072], [-17.077, 27.601, -17.385], [-12.363, 29.180, -13.767], [-15.564, 29.839, -14.931], [-9.192, 27.915, -16.533], [-15.181, 30.847, -15.049], [-10.759, 24.811, -17.437], [-11.991, 23.985, -14.807], [-14.327, 30.728, -10.176], [-12.820, 24.518, -12.967], [-10.203, 26.918, -18.881], [-10.634, 30.136, -8.164]],
  "charge": 0,
  "e_homo_ha": -0.327,
  "smiles": "COC[C@H](C)N.COC[C@H](C)N.COC[C@H](C)N.COC[C@H](C)N.COC[C@H](C)N.COC[C@H](C)N.OCCO",
  "gap_ev": 9.39
}

<B>
{
  "formula": "C26H72N6O8",
  "method": "wB97M-V/def2-TZVPD",
  "elements": ["C", "H", "H", "H", "H", "C", "H", "H", "H", "C", "H", "H", "H", "C", "H", "H", "C", "H", "C", "H", "H", "H", "C", "H", "H", "O", "H", "O", "H", "H", "H", "H", "N", "H", "H", "H", "H", "H", "C", "H", "H", "N", "H", "H", "H", "H", "H", "H", "O", "H", "H", "H", "O", "N", "H", "H", "C", "H", "H", "C", "C", "H", "H", "C", "O", "H", "H", "O", "H", "H", "H", "O", "H", "H", "H", "N", "H", "C", "C", "H", "C", "H", "H", "C", "H", "C", "H", "C", "H", "H", "C", "C", "C", "O", "H", "N", "C", "H", "H", "C", "H", "H", "C", "H", "H", "C", "H", "H", "N", "C", "H", "H"],
  "coordinates": [[-5.297, -1.246, 1.459], [5.423, 0.390, 0.571], [-5.688, -1.157, 0.451], [-1.055, 4.854, 2.557], [-2.682, -0.728, -4.767], [-5.893, -2.512, 2.094], [-2.204, -3.876, -2.550], [-5.451, -0.342, 1.962], [-1.013, 1.065, 0.298], [-2.057, -3.918, -0.683], [3.621, 4.763, -0.933], [6.188, 2.266, -0.293], [1.974, -2.522, 1.177], [-1.180, -3.373, 0.383], [-5.171, -2.106, 3.906], [-0.891, -2.390, 0.039], [3.024, -0.752, 1.132], [2.169, -0.696, -4.716], [0.676, -0.948, 2.065], [-3.339, -2.335, -0.824], [-1.587, 0.698, -2.475], [-7.804, -3.192, 3.104], [0.894, -1.788, -3.582], [-0.197, -1.534, 2.323], [0.816, -0.164, 2.735], [-3.882, -1.410, 1.374], [2.785, 3.503, -1.783], [1.387, 1.435, -0.357], [0.381, -0.548, 1.157], [-2.219, -0.581, 0.629], [3.142, 0.264, 1.476], [7.094, 1.896, -2.462], [1.174, 2.521, 2.277], [0.193, 0.175, -3.731], [0.756, 1.591, -2.128], [0.371, -2.737, -3.683], [-0.554, -0.162, -0.763], [-1.180, 1.018, 2.591], [4.124, 2.859, -0.135], [6.194, -1.179, 0.377], [3.241, 2.742, 1.592], [2.615, -1.966, 3.066], [-0.461, 3.061, 1.123], [-3.324, 0.586, 1.422], [0.034, 4.311, 3.871], [3.958, 1.785, -0.390], [1.599, -1.965, -5.455], [-6.058, -3.499, -1.330], [-4.081, -4.049, -1.886], [7.323, 3.751, -2.440], [-7.388, -1.536, 3.264], [5.966, 4.040, -0.240], [-1.258, -1.036, -3.161], [-1.462, -3.582, -1.957], [-5.959, -3.289, 1.375], [-8.073, -2.188, 1.789], [-2.370, -1.403, -3.965], [2.730, -0.585, 0.084], [1.294, 1.888, 0.455], [3.142, 3.800, -0.790], [6.663, 2.924, -2.686], [-0.612, 2.101, 3.973], [-4.196, -2.932, 2.915], [1.490, -1.622, -2.146], [0.939, 5.163, 2.163], [-0.193, -3.868, 0.569], [1.655, -0.567, -1.909], [4.281, -1.329, 1.074], [-1.345, -2.582, -2.104], [-3.703, -0.028, -0.150], [-2.299, -2.378, -4.431], [5.462, 3.047, -2.029], [-1.656, -3.271, 1.373], [1.376, 2.264, 3.240], [4.794, 2.506, 1.713], [1.994, -1.652, -4.533], [6.597, 2.830, -3.817], [-1.105, 2.054, 2.968], [-3.470, -3.417, -0.758], [-4.049, -3.620, 0.135], [5.572, 3.097, -0.599], [-5.091, -2.286, -2.180], [0.112, 2.760, -1.014], [-0.758, 0.866, -0.739], [2.716, 4.392, 3.144], [-3.264, -0.298, 0.815], [3.585, -2.054, 2.803], [-5.315, -3.329, -2.091], [2.261, 6.104, 3.505], [5.012, -0.715, -0.823], [-0.166, 3.027, 2.202], [1.993, -1.662, 1.841], [0.428, 1.739, -1.104], [-1.811, 1.174, -1.645], [-2.073, 2.530, 2.914], [-5.125, -2.888, 3.227], [2.205, 5.306, 2.754], [-0.329, -0.940, -5.024], [-3.288, -1.480, -3.364], [5.262, -0.638, 0.251], [2.340, -2.253, -2.023], [-5.730, -3.630, -3.030], [-0.076, 4.432, 2.785], [2.334, -2.911, 3.302], [1.580, 3.484, 2.234], [-7.371, -2.357, 2.554], [-2.073, -5.034, -0.806], [2.896, 5.558, 2.025], [4.095, 3.122, 1.258], [-0.129, -0.776, -3.949], [2.247, 3.930, -0.177], [0.799, -1.880, -1.280]],
  "charge": 0,
  "e_homo_ha": -0.323,
  "smiles": "COC[C@H](C)N.COC[C@H](C)N.COC[C@H](C)N.COC[C@H](C)N.COC[C@H](C)N.COC[C@H](C)N.OCCO",
  "gap_ev": 9.44
}

On energetic grounds, <A> is preferred over the next structure by 0.0295 hartree.

<A>
{
  "formula": "C20H25F6N2O4PS2V",
  "method": "wB97M-V/def2-TZVPD",
  "elements": ["H", "H", "H", "C", "C", "C", "H", "N", "C", "H", "C", "C", "H", "H", "S", "O", "H", "C", "C", "F", "H", "H", "H", "C", "H", "C", "C", "F", "H", "H", "F", "C", "O", "F", "H", "O", "N", "C", "H", "V", "C", "C", "S", "F", "H", "H", "C", "F", "H", "H", "H", "H", "O", "C", "H", "H", "C", "C", "H", "C", "P"],
  "coordinates": [[0.811, -2.346, -4.775], [3.261, -0.462, 0.962], [5.934, -1.190, 4.271], [4.920, -1.152, 3.887], [-1.498, 2.084, 1.302], [-0.267, -2.209, -4.810], [-3.471, -2.901, -4.271], [-2.377, -1.232, -1.908], [4.708, -0.743, 2.526], [-2.087, 1.200, 1.564], [-0.056, 2.052, 1.814], [2.582, -1.525, 4.186], [-0.200, -0.560, 4.208], [1.044, 1.532, 3.586], [-1.670, 2.085, -0.495], [-3.576, -0.942, -1.341], [-1.274, -0.386, 2.853], [0.549, 4.303, -2.940], [-0.103, 3.213, -2.399], [-0.722, -5.684, 0.181], [-2.091, 2.940, 1.640], [-0.748, -3.145, -5.110], [-3.096, -1.384, -5.075], [-0.266, -0.143, 3.198], [-4.173, -1.711, -1.409], [3.841, -1.523, 4.712], [0.108, 5.595, -0.938], [-1.665, -1.586, 0.604], [-0.940, 4.606, 0.634], [-0.216, 2.302, -2.972], [-0.986, -4.106, 2.021], [-0.602, 3.318, -1.099], [0.775, -0.773, 0.754], [-2.699, -4.340, 0.659], [1.139, 6.346, -2.659], [-0.832, 0.648, -0.762], [-0.154, -1.513, -2.442], [0.645, 5.491, -2.215], [1.741, -1.862, 4.782], [-0.652, -1.033, -0.720], [-0.514, 4.505, -0.355], [2.383, -1.110, 2.821], [0.734, -1.289, 2.195], [0.214, -3.460, 0.313], [5.564, -0.436, 1.937], [0.320, 3.068, 1.924], [-2.268, -1.594, -3.141], [-1.440, -3.691, -1.005], [-4.301, -1.408, -3.768], [0.967, 4.242, -3.935], [0.175, 6.526, -0.391], [0.585, 1.565, 1.079], [0.915, -1.395, -1.762], [-0.805, -1.786, -3.501], [-0.649, 1.797, 3.880], [4.023, -1.832, 5.734], [3.443, -0.745, 1.990], [-3.355, -1.823, -4.108], [-0.520, -1.462, -5.568], [0.053, 1.346, 3.170], [-1.165, -4.278, 0.485]],
  "charge": 4,
  "e_homo_ha": [-0.744, -0.744],
  "s_squared": 0.7695,
  "gap_ev": [5.58, 4.85],
  "multiplicity": 2
}

<B>
{
  "formula": "C20H25F6N2O4PS2V",
  "method": "wB97M-V/def2-TZVPD",
  "elements": ["H", "O", "S", "H", "H", "H", "H", "C", "S", "H", "H", "C", "H", "C", "C", "C", "C", "C", "H", "C", "H", "C", "H", "O", "H", "P", "C", "F", "C", "C", "H", "H", "V", "C", "O", "N", "F", "C", "F", "H", "H", "F", "H", "O", "H", "H", "C", "H", "C", "H", "C", "C", "H", "F", "C", "F", "H", "C", "N", "H", "H"],
  "coordinates": [[1.084, -0.574, -1.471], [-2.253, 1.041, 0.065], [2.250, 1.298, 0.234], [2.672, -0.823, -2.148], [-0.884, -5.405, -0.698], [5.398, 3.532, -2.564], [-4.109, 3.364, 1.008], [-1.311, -4.828, -1.512], [-0.734, -2.670, 0.072], [1.381, -2.738, 0.978], [3.794, -0.390, -0.082], [3.469, 3.432, -3.509], [0.101, 4.043, 4.093], [1.883, -2.560, -1.168], [2.052, -1.038, -1.278], [-1.091, 2.836, 2.819], [-3.351, 3.737, 1.693], [2.701, -0.425, -0.031], [-3.001, 4.714, 1.343], [1.707, 2.334, -2.283], [2.860, -3.035, -1.043], [2.641, 2.103, -1.278], [4.659, 2.384, -0.513], [0.809, 1.680, 3.420], [-2.951, -2.715, -4.310], [-2.186, -1.290, 3.842], [-1.946, -2.610, -2.410], [0.253, -0.682, 2.087], [-1.344, -3.378, -1.440], [-2.486, -3.275, -3.507], [-1.999, -1.534, -2.333], [1.450, 3.225, -4.209], [-0.662, 0.434, 1.082], [1.040, -3.073, -0.004], [-0.933, -1.145, -0.116], [-1.925, 1.859, 0.989], [-2.006, -2.424, 2.802], [-2.439, -4.722, -3.603], [-1.582, -2.165, 4.946], [-1.375, 4.837, 3.473], [0.679, 2.012, -2.200], [-3.659, -1.214, 4.134], [2.441, -0.909, 0.912], [0.628, 1.164, 0.180], [-2.884, -5.203, -4.467], [-1.820, -6.559, -2.656], [4.375, 3.190, -2.484], [1.492, -2.936, -2.115], [-0.946, 3.900, 3.828], [0.562, 1.515, 4.348], [2.146, 3.015, -3.408], [-1.843, -5.479, -2.596], [-3.785, 3.880, 2.686], [-2.235, -0.290, 2.413], [-2.203, 2.811, 1.787], [-1.566, -0.012, 4.478], [-1.492, 3.621, 4.739], [3.965, 2.533, -1.333], [-0.325, 1.809, 2.673], [1.041, -4.166, 0.037], [3.796, 3.966, -4.392]],
  "charge": 4,
  "e_homo_ha": [-0.726, -0.726],
  "s_squared": 0.7680,
  "gap_ev": [5.23, 4.20],
  "multiplicity": 2
}

On energetic grounds, <B> is preferred over the next structure by 0.0163 hartree.

<A>
{
  "formula": "C4H8N2S",
  "method": "wB97M-V/def2-TZVPD",
  "elements": ["H", "H", "H", "H", "H", "S", "N", "H", "C", "H", "N", "H", "C", "C", "C"],
  "coordinates": [[3.112, -1.076, -0.757], [-1.914, 0.763, 1.697], [-1.651, -0.906, 1.895], [-2.620, -0.658, 0.484], [0.169, 0.406, -1.736], [2.775, 1.261, 0.734], [2.127, -1.054, -0.402], [-1.709, 0.698, -1.724], [-0.716, 0.167, 0.258], [-0.512, 1.800, -0.949], [0.409, -0.115, 0.846], [1.467, -1.768, -0.744], [-0.712, 0.721, -1.141], [-1.920, -0.209, 1.148], [1.696, -0.027, 0.390]],
  "charge": 0,
  "e_homo_ha": [-0.172, -0.330],
  "s_squared": 2.0065,
  "gap_ev": [5.53, 6.78],
  "multiplicity": 3
}

<B>
{
  "formula": "C4H8N2S",
  "method": "wB97M-V/def2-TZVPD",
  "elements": ["H", "H", "N", "H", "C", "N", "C", "H", "C", "C", "H", "S", "H", "H", "H"],
  "coordinates": [[1.660, -0.752, 0.459], [3.477, -0.397, 1.063], [2.264, 1.087, 0.112], [-2.655, 0.821, 0.129], [-0.346, -0.818, 1.542], [0.302, -0.799, 2.527], [2.515, -0.083, 0.566], [-1.717, -1.504, 0.266], [-0.993, -0.746, 0.285], [-1.483, 0.714, -0.001], [-1.317, 1.079, -1.024], [1.329, -0.745, 3.674], [-0.368, -1.037, -0.631], [3.031, 1.792, 0.026], [-1.021, 1.230, 0.767]],
  "charge": 0,
  "e_homo_ha": [-0.208, -0.296],
  "s_squared": 2.0057,
  "gap_ev": [6.36, 5.75],
  "multiplicity": 3
}

On energetic grounds, <A> is preferred over the next structure by 0.1106 hartree.